This record from the OMol25 dataset describes C14H28N6RbS3 as an isolated structure. The level of theory is ωB97M-V/def2-TZVPD.

spin multiplicity: 1
DFT total energy: -2097.228171 a.u.
total charge: +1
energy relative to the best compared isomer or geometry (same formula, charge and spin): 10.6 kJ/mol

Geometry as XYZ:
```
52
Properties=species:S:1:pos:R:3:forces:R:3:lowdin_charge:R:1
Rb -1.2232 0.7737 -0.3986 -0.44 -0.39 0.01 0.82
S 0.4379 -2.1903 5.9489 0.06 0.03 0.04 0.89
S 2.9037 -1.0140 3.1960 -0.09 0.15 0.29 0.89
S -0.5434 -0.5206 2.8692 0.04 -0.09 -0.25 0.80
N 0.0391 4.0629 3.1341 -0.11 0.01 0.07 0.11
N -0.5712 -2.4831 -0.8796 -0.15 0.07 -0.01 0.03
N 1.6434 3.5806 1.3062 0.18 0.38 0.13 0.07
N 0.8955 -0.1295 -2.5853 -0.07 -0.02 -0.19 0.01
N 3.9695 -2.8459 -0.6680 0.06 -0.10 -0.09 0.24
N 1.1676 1.9432 -0.4505 0.33 0.49 -0.10 -0.07
C 2.8847 -1.9187 -0.0969 0.14 0.02 -0.12 -0.29
C 0.7717 -3.0458 -1.0733 0.00 0.08 0.10 -0.36
C 2.7688 -2.3254 4.4333 0.04 -0.08 0.04 -0.54
C -1.1868 -1.9223 5.2086 -0.07 -0.03 0.03 -0.55
C 1.6145 -2.6998 0.1780 0.08 0.06 -0.09 -0.10
C -1.3746 -0.6015 4.4775 -0.02 0.12 0.03 -0.51
C 1.3607 2.7600 0.3727 -0.10 -0.37 0.13 -0.43
C 0.7628 3.8390 2.2588 0.10 -0.03 -0.21 -0.41
C 1.3816 -2.5341 -2.3852 -0.06 0.00 0.02 -0.11
C 2.6646 -0.7570 -1.0421 0.05 -0.19 0.03 -0.10
C 0.7353 0.7391 3.0842 0.03 -0.02 -0.04 -0.55
C 1.3943 -2.9713 4.6092 -0.03 0.07 -0.13 -0.53
C 1.9421 0.3520 3.9192 -0.01 -0.03 0.06 -0.48
C 1.9595 -1.1124 -2.3731 -0.03 0.08 0.26 -0.36
H 3.6029 -0.2275 -1.2284 0.00 0.00 0.00 0.13
H -1.0075 0.2307 5.0786 -0.02 0.00 0.01 0.09
H -1.1463 -2.6878 -1.6913 0.02 0.00 0.01 0.08
H -1.4341 -2.7699 4.5683 -0.01 0.00 -0.01 0.08
H 1.0324 -2.0443 0.8325 -0.01 -0.07 0.00 0.09
H 4.1613 -3.6252 -0.0348 -0.02 0.06 -0.03 0.17
H 0.8200 -2.8868 3.6867 0.03 -0.05 0.04 0.04
H -1.0219 -2.9403 -0.0917 0.04 0.01 0.00 0.09
H 3.6838 -3.2338 -1.5714 0.00 0.04 0.09 0.15
H 2.0498 -0.0408 -0.4896 0.03 -0.05 -0.05 0.08
H 3.3099 -1.5671 0.8460 -0.09 -0.07 -0.18 0.06
H 2.1382 -3.2533 -2.7292 0.04 0.03 0.05 0.11
H -1.8837 -1.9516 6.0485 0.02 -0.02 0.01 0.08
H 0.2840 1.6546 3.4719 -0.01 -0.06 0.00 0.06
H 1.8296 -3.5907 0.7741 0.03 -0.02 0.01 0.13
H 0.6195 -2.5807 -3.1668 -0.01 -0.01 0.00 0.12
H 0.7256 -4.1373 -1.1598 -0.02 -0.03 0.01 0.14
H 3.4902 -3.0711 4.0920 -0.01 -0.03 0.02 0.07
H 0.7089 -0.0179 -3.5758 -0.02 -0.03 0.01 0.09
H 1.5149 -4.0264 4.8531 0.02 -0.02 0.03 0.07
H 1.0633 0.9511 2.0628 -0.03 0.04 0.04 0.03
H -2.4372 -0.4326 4.2981 0.00 0.00 0.01 0.08
H 1.6497 0.0603 4.9283 0.05 0.00 -0.06 0.05
H 3.1479 -1.9429 5.3812 0.01 -0.03 0.02 0.07
H 2.7025 -1.0626 -3.1774 0.02 0.00 -0.03 0.14
H 4.8407 -2.3301 -0.8124 -0.06 -0.01 0.03 0.18
H 2.5993 1.2187 3.9946 0.02 0.00 -0.01 0.08
H 1.1774 0.7747 -2.2178 0.05 0.11 -0.03 0.01
```
Forces are in eV/Å.